23
Properties=species:S:1:pos:R:3:forces:R:3 method="wB97M-V/def2-TZVPD" spin_multiplicity=1 gap_ev=8.81 e_homo_ev=-17.37 de_lowest_kcal_mol=76.72 total_charge=+2
C 1.205 -1.868 0.129 -2.215 3.428 0.701
C -0.719 -0.274 0.189 -1.579 -0.355 -1.249
C 3.341 -0.496 -0.390 -1.764 0.234 -2.363
C 2.189 0.515 -0.404 1.554 2.926 -1.113
C -2.770 1.088 -0.155 1.618 -1.839 0.210
N 1.921 -0.844 -0.155 1.771 -2.602 0.080
N -0.156 -1.494 0.339 1.906 -3.233 0.750
N -1.987 -0.208 -0.043 -1.473 0.859 1.941
N 1.928 1.508 0.575 -0.712 -2.706 2.156
N -2.851 -1.229 -0.097 0.595 -3.608 -0.019
H 1.610 -2.878 0.311 -0.475 0.540 -0.155
H 3.521 -0.728 -1.452 0.785 -0.181 0.772
H 4.106 -0.613 0.348 -0.014 -0.108 0.573
H 2.017 0.953 -1.473 -0.156 -1.211 1.924
H -3.526 1.056 0.604 -0.802 -0.057 -0.132
H -2.110 1.864 0.084 0.913 1.302 0.039
H -2.979 0.991 -1.185 -1.327 0.911 -0.970
H -0.227 0.639 0.027 1.145 0.887 0.280
H 2.224 2.376 0.250 0.559 1.798 -0.321
H 2.214 1.309 1.590 -0.298 0.409 -2.254
H -3.793 -1.213 0.292 0.367 1.109 -0.035
H -2.468 -2.194 0.049 -0.328 1.478 -0.510
H -0.667 -2.165 0.909 -0.070 0.018 -0.301



68
Properties=species:S:1:pos:R:3:forces:R:3 method="wB97M-V/def2-TZVPD" spin_multiplicity=1 gap_ev=4.99 e_homo_ev=-11.25 de_lowest_kcal_mol=101.63 total_charge=+1
C -4.592 2.929 0.464 -0.171 0.257 0.005
C -3.777 1.836 -0.157 0.288 -0.102 -0.203
C -3.335 0.750 0.600 -0.091 -0.143 -0.326
C -2.615 -0.296 0.009 0.182 0.600 -0.078
C -2.557 -1.599 0.752 0.285 -0.280 0.362
C -2.100 -0.126 -1.298 -0.675 -0.525 -0.021
C -1.088 -1.075 -1.937 -0.523 0.262 -0.335
C -1.755 -2.348 -2.486 0.119 -0.312 -0.058
C 0.140 -1.505 -1.130 -0.365 -0.851 0.277
C 0.908 -0.385 -0.328 1.381 0.661 -2.005
C 2.286 -0.036 -0.966 -0.359 -0.232 -0.024
C 2.558 1.255 -1.447 -0.008 0.050 0.380
C 1.426 2.159 -1.872 -0.192 0.219 0.083
C 3.886 1.687 -1.471 -0.110 -0.154 -0.142
C 4.926 0.819 -1.127 -0.217 -0.239 -0.155
C 6.328 1.317 -0.949 0.368 0.078 0.056
C 4.633 -0.537 -0.940 -0.017 0.327 0.014
C 3.313 -0.993 -0.889 0.328 0.427 0.387
C 3.049 -2.453 -0.631 0.370 -0.136 -0.160
C -2.726 0.838 -2.121 0.464 0.269 0.364
C -2.596 0.800 -3.625 0.113 0.273 -0.196
C -3.510 1.831 -1.530 -0.194 -0.162 0.133
H -4.947 3.612 -0.314 -0.013 -0.057 0.228
H -5.462 2.525 0.996 0.148 0.073 -0.118
H -4.013 3.514 1.187 -0.039 -0.103 -0.116
H -3.604 0.684 1.659 -0.086 -0.083 -0.356
H -3.225 -2.359 0.301 0.341 0.426 0.108
H -1.546 -2.017 0.803 -0.386 -0.112 -0.053
H -2.900 -1.446 1.783 0.080 -0.091 -0.169
H -0.682 -0.536 -2.810 -0.118 -0.107 0.306
H -2.632 -2.106 -3.097 0.215 -0.047 0.159
H -1.045 -2.906 -3.113 -0.210 0.069 0.117
H -2.079 -3.016 -1.675 0.061 0.217 -0.191
H -0.098 -2.333 -0.440 -0.095 0.189 -0.319
H 0.835 -1.946 -1.865 -0.058 0.368 0.522
H 0.275 0.519 -0.331 -0.361 -0.271 0.184
H 1.802 3.128 -2.215 -0.043 -0.169 0.106
H 0.846 1.724 -2.701 0.235 0.051 0.264
H 0.713 2.356 -1.055 0.174 0.032 -0.206
H 4.108 2.736 -1.706 -0.103 -0.444 -0.015
H 6.999 0.476 -0.735 -0.048 0.258 -0.128
H 6.703 1.864 -1.825 -0.134 -0.201 0.198
H 6.382 2.003 -0.092 -0.032 -0.119 -0.186
H 5.453 -1.234 -0.745 -0.269 0.157 -0.177
H 3.992 -2.967 -0.409 -0.279 0.102 0.082
H 2.370 -2.601 0.217 0.011 -0.306 -0.110
H 2.617 -2.958 -1.506 0.052 0.166 0.283
H -3.265 1.546 -4.070 0.211 -0.171 0.099
H -1.575 1.025 -3.968 -0.251 -0.072 0.041
H -2.883 -0.178 -4.039 0.139 0.287 0.167
H -3.948 2.609 -2.163 0.118 -0.274 0.209
C 1.168 -0.782 1.015 -0.024 0.816 0.707
N 2.131 2.915 1.266 3.668 -0.489 1.245
N 3.190 2.783 1.597 -3.682 0.484 -1.132
C 0.259 -0.800 2.116 -0.917 -0.216 1.882
C 0.127 -1.996 2.892 0.955 0.496 -0.316
C -0.542 -2.002 4.095 -0.407 0.564 0.436
C -1.070 -0.792 4.587 0.695 0.291 -2.526
N -1.949 -0.862 5.705 -2.519 -0.318 3.557
O -2.451 0.189 6.162 1.333 -1.878 -1.287
O -2.220 -1.998 6.171 0.830 2.345 -1.196
C -0.933 0.422 3.866 -0.306 -0.912 1.033
C -0.318 0.409 2.629 0.615 -0.444 -1.172
H 2.213 -0.926 1.317 -0.217 -0.614 -0.309
H 0.584 -2.921 2.530 -0.160 0.288 0.102
H -0.664 -2.901 4.698 -0.009 0.228 -0.353
H -1.322 1.342 4.308 0.013 -0.326 -0.265
H -0.199 1.335 2.053 -0.103 -0.372 0.307



9
Properties=species:S:1:pos:R:3:forces:R:3 method="wB97M-V/def2-TZVPD" spin_multiplicity=1 gap_ev="7.86 / 8.63" e_homo_ev="-8.98 / -9.69" de_lowest_kcal_mol=117.42 total_charge=0
C -1.303 -0.406 0.298 0.215 0.203 -0.230
C -1.675 -1.093 1.355 -0.409 -1.139 -0.120
C 2.252 0.693 -0.045 -0.355 -2.318 -0.171
F -1.028 -1.418 2.499 0.175 1.106 -1.155
F 2.899 -0.205 0.749 -0.038 0.930 0.191
Cl -3.168 -2.008 1.380 -0.046 0.285 -0.159
Cl 0.562 0.803 0.325 -0.399 0.651 0.824
H -1.748 -0.202 -0.704 0.235 -0.411 1.432
H 2.266 0.217 -1.024 0.624 0.694 -0.612



61
Properties=species:S:1:pos:R:3:forces:R:3 method="wB97M-V/def2-TZVPD" spin_multiplicity=5 gap_ev="6.51 / 4.10" e_homo_ev="-15.35 / -15.96" de_lowest_kcal_mol=8.69 total_charge=+3
Pd -0.122 0.551 0.566 -0.813 -0.265 -0.227
N 3.884 1.112 2.279 0.029 0.025 -0.026
C 4.489 0.686 1.121 -0.147 0.003 -0.031
C 5.802 0.464 0.792 -0.019 0.013 -0.002
C 6.029 0.058 -0.519 -0.119 -0.029 -0.133
C 4.966 -0.107 -1.481 0.209 0.014 0.104
C 3.670 0.104 -1.151 -0.052 0.040 0.120
C 3.393 0.486 0.197 0.197 0.010 -0.202
N 2.232 0.750 0.800 -0.013 0.030 0.303
C 2.553 1.157 2.058 0.044 -0.068 -0.127
C 1.577 1.606 2.995 -0.059 -0.012 0.052
C 1.819 2.164 4.229 0.032 -0.023 -0.029
S 0.369 2.580 4.973 -0.077 0.029 0.044
C -0.491 1.991 3.612 -0.061 -0.044 -0.005
N 0.240 1.511 2.654 0.256 0.112 0.016
H 4.359 1.361 3.135 -0.007 -0.023 0.008
H 6.615 0.601 1.492 0.008 0.003 -0.016
H 7.047 -0.125 -0.841 -0.010 -0.013 -0.010
H 5.231 -0.393 -2.489 0.031 0.012 0.009
H 2.880 0.027 -1.881 -0.034 0.006 0.033
H 2.764 2.355 4.715 -0.004 -0.006 -0.013
H -1.569 2.024 3.596 0.008 0.007 -0.010
C -4.585 1.237 0.876 0.012 -0.008 0.014
C -3.222 1.135 1.172 0.007 0.022 -0.008
N -2.337 0.617 0.343 -0.012 -0.020 -0.028
C -2.770 0.166 -0.859 0.115 -0.053 0.017
C -4.112 0.229 -1.246 -0.104 0.008 -0.086
C -5.032 0.779 -0.335 -0.018 -0.016 0.002
C -4.507 -0.254 -2.542 -0.009 0.018 0.081
C -3.600 -0.768 -3.395 0.090 0.009 -0.005
C -2.218 -0.874 -3.014 -0.100 -0.031 -0.082
C -1.244 -1.440 -3.856 0.012 -0.023 -0.018
C 0.037 -1.605 -3.392 -0.009 0.009 0.000
C 0.344 -1.164 -2.103 -0.027 -0.079 0.080
N -0.529 -0.558 -1.319 0.079 0.139 -0.169
C -1.807 -0.427 -1.753 0.001 0.028 0.129
H -5.259 1.673 1.599 0.002 -0.017 0.009
H -2.851 1.489 2.122 -0.001 0.005 0.000
H -6.081 0.829 -0.595 0.011 0.031 -0.016
H -5.553 -0.199 -2.816 0.005 0.029 0.001
H -3.898 -1.126 -4.371 0.012 -0.003 0.003
H -1.517 -1.757 -4.855 -0.015 -0.039 0.022
H 0.800 -2.068 -4.001 -0.004 -0.025 0.018
H 1.324 -1.341 -1.680 0.029 0.054 -0.029
Te 0.037 -1.820 2.026 0.793 0.206 0.400
C -0.663 -3.706 1.974 -0.267 -0.044 -0.194
C 0.034 -4.803 2.475 -0.099 -0.047 0.052
C -0.690 -5.995 2.339 0.070 0.060 0.001
C -1.921 -5.796 1.758 -0.011 -0.015 -0.028
S -2.199 -4.169 1.361 -0.098 -0.095 -0.133
H 1.019 -4.733 2.913 -0.014 0.005 0.021
H -0.333 -6.964 2.655 -0.003 0.003 0.005
H -2.673 -6.544 1.556 -0.011 0.017 0.013
N 0.203 4.627 -1.314 0.049 -0.006 -0.026
C -0.182 3.340 -1.333 -0.129 -0.061 -0.011
N -0.625 2.841 -2.506 0.087 -0.004 -0.056
O -0.134 2.647 -0.295 0.246 0.115 0.112
H 0.132 5.231 -2.114 -0.028 0.002 0.002
H 0.506 5.024 -0.444 -0.029 -0.007 0.016
H -0.685 3.395 -3.342 -0.016 0.008 0.005
H -0.944 1.890 -2.540 -0.017 0.004 0.029



Number 1: M 143.19 Da. Number 2: M 456.61 Da. Number 3: M 146.95 Da. Number 4: M 758.68 Da.